Record 1
The following is a DFT calculation (wB97M-V/def2-TZVPD) of a cluster of 5 separate species, C50H53NO20SSi in total at a distorted geometry.

XYZ file:
```
126
Properties=species:S:1:pos:R:3:forces:R:3
C 2.974 1.258 3.955 0.13 -0.19 0.03
Si 1.615 1.342 2.640 -0.40 0.52 -0.13
C -0.044 1.296 3.542 0.08 0.25 0.33
C 1.813 -0.008 1.315 0.42 -0.16 0.51
C 1.045 -1.339 1.626 0.65 -0.12 -0.19
C 0.204 -1.885 0.445 0.31 0.39 0.07
C -0.657 -0.798 -0.249 0.61 -0.24 -0.25
C -1.832 -1.337 -1.088 -0.48 -0.01 0.47
C -2.854 -2.227 -0.312 -0.54 -0.21 -1.33
C -4.216 -1.527 -0.044 0.56 -0.56 1.51
C -3.994 -0.183 0.726 0.45 -0.01 -1.68
N -4.843 -0.039 1.922 0.24 0.10 0.13
C -5.888 0.829 1.993 -0.86 0.53 -0.28
C -6.261 1.688 0.789 0.41 0.13 0.19
C -7.498 2.597 0.978 0.31 0.74 -0.67
C -7.117 4.017 1.514 -0.12 0.28 0.31
S -7.532 5.257 0.210 -0.17 -0.03 -0.21
C -6.602 0.928 3.164 -0.26 -0.19 1.04
C -6.275 0.132 4.283 0.68 -0.35 -0.11
C -7.048 0.195 5.589 -0.51 0.26 0.71
O -8.163 0.628 5.710 0.72 -0.33 -0.65
O -6.416 -0.335 6.687 -0.04 0.61 -0.60
C -5.206 -0.745 4.175 -0.36 0.57 -0.12
C -4.494 -0.794 2.974 0.54 -0.85 0.71
C -3.280 -1.774 2.927 0.92 -0.83 -0.54
O -3.584 -2.976 2.886 -0.68 0.68 0.17
O -2.150 -1.256 2.917 -0.67 0.62 0.09
C 1.671 3.025 1.729 0.22 -0.76 0.46
C 0.931 4.127 2.178 0.26 0.39 -0.73
C 0.987 5.320 1.438 -0.10 -0.69 0.45
C 1.775 5.375 0.296 0.09 0.87 -0.70
C 2.543 4.304 -0.152 -0.16 -0.63 0.55
C 2.485 3.118 0.587 -0.17 0.43 0.04
H 3.055 2.204 4.515 -0.09 -0.31 -0.19
H 3.961 1.044 3.510 -0.34 0.10 0.15
H 2.747 0.450 4.676 0.13 0.30 -0.26
H -0.077 2.171 4.222 0.04 -0.32 -0.27
H -0.131 0.403 4.182 -0.16 0.22 -0.38
H -0.919 1.376 2.874 0.34 -0.25 0.23
H 2.897 -0.241 1.291 -0.40 0.17 -0.18
H 1.578 0.442 0.339 -0.09 -0.29 0.27
H 1.818 -2.105 1.827 -0.38 0.24 0.08
H 0.473 -1.249 2.562 -0.23 -0.06 -0.54
H -0.385 -2.738 0.820 0.14 0.34 -0.26
H 0.936 -2.250 -0.305 -0.43 -0.13 0.25
H 0.016 -0.273 -0.955 -0.34 -0.02 0.33
H -0.936 -0.048 0.511 -0.28 -0.29 -0.27
H -2.393 -0.484 -1.519 0.31 -0.23 0.05
H -1.471 -1.914 -1.958 0.13 0.25 0.41
H -2.440 -2.689 0.593 -0.20 0.45 -0.11
H -3.105 -3.070 -0.986 0.14 0.19 0.40
H -4.760 -2.205 0.640 0.03 0.23 -0.35
H -4.828 -1.423 -0.951 0.33 0.25 0.19
H -2.941 -0.105 1.037 -0.55 -0.17 0.27
H -4.141 0.630 0.001 -0.26 0.00 0.69
H -6.355 1.075 -0.122 -0.07 0.01 0.44
H -5.394 2.353 0.606 -0.33 -0.28 -0.09
H -7.918 2.777 -0.027 0.08 -0.33 0.37
H -8.308 2.151 1.567 0.31 0.04 -0.17
H -6.036 4.113 1.693 -0.37 -0.22 0.08
H -7.644 4.272 2.442 0.14 -0.10 -0.30
H -7.839 6.407 0.857 0.23 -0.57 0.29
H -7.428 1.624 3.294 0.25 -0.20 -0.28
H -5.476 -0.098 6.678 -0.07 -0.31 -0.08
H -4.882 -1.377 5.003 -0.14 0.05 -0.43
H 0.314 4.094 3.079 0.29 -0.19 -0.50
H 0.388 6.169 1.774 0.27 -0.09 -0.27
H 1.792 6.295 -0.296 -0.02 -0.21 0.25
H 3.163 4.356 -1.051 -0.25 0.17 0.30
H 3.070 2.245 0.286 -0.15 0.28 -0.04
C 0.530 -1.052 -5.899 -0.08 0.12 -0.17
C 0.269 -2.005 -4.998 0.37 0.57 0.20
C -0.659 -3.141 -5.299 -0.30 -0.31 -0.34
O -0.845 -3.988 -4.448 0.16 0.20 0.25
C -1.303 -3.171 -6.607 0.05 -0.08 0.19
C -1.045 -2.216 -7.508 -0.39 -0.44 -0.16
C -0.095 -1.095 -7.214 0.37 0.27 0.37
O 0.117 -0.264 -8.077 -0.22 -0.15 -0.22
O -1.616 -2.208 -8.715 0.34 0.35 0.18
O 0.816 -1.994 -3.778 -0.66 -0.17 0.07
H 1.201 -0.230 -5.693 0.01 -0.02 0.01
H -1.985 -3.986 -6.807 0.01 0.01 -0.02
H -1.262 -1.419 -9.168 -0.02 -0.01 -0.06
H 0.465 -2.787 -3.329 0.04 -0.03 0.02
C 5.749 -1.914 -4.720 0.04 0.31 -0.33
C 4.480 -2.254 -4.474 0.21 0.44 0.38
C 3.696 -3.093 -5.434 0.07 -0.30 -0.46
O 2.550 -3.394 -5.154 0.37 -0.19 0.05
C 4.345 -3.510 -6.672 -0.21 0.03 0.13
C 5.614 -3.165 -6.918 -0.28 -0.33 -0.43
C 6.407 -2.351 -5.943 0.00 0.40 0.65
O 7.565 -2.079 -6.205 -0.01 -0.23 -0.36
O 6.243 -3.524 -8.040 0.22 0.24 0.40
O 3.845 -1.866 -3.362 -0.16 -0.42 -0.39
H 6.327 -1.312 -4.033 0.00 -0.04 0.03
H 3.762 -4.101 -7.366 0.02 -0.01 -0.01
H 7.141 -3.150 -7.969 0.01 0.01 -0.06
H 2.943 -2.235 -3.425 -0.08 0.19 0.04
C -1.825 6.109 5.469 0.18 -0.14 -0.06
C -2.301 7.201 6.078 -0.42 -0.33 -0.31
C -1.412 8.106 6.878 0.57 0.13 0.23
O -1.896 9.095 7.394 -0.34 -0.08 -0.12
C -0.004 7.752 7.001 -0.20 0.13 0.03
C 0.472 6.658 6.394 0.44 0.33 0.32
C -0.412 5.769 5.573 -0.53 -0.10 -0.18
O 0.077 4.796 5.029 0.22 0.11 0.41
O 1.754 6.299 6.484 -0.41 -0.26 -0.28
O -3.588 7.546 6.009 0.38 0.26 0.25
H -2.455 5.450 4.888 -0.01 0.02 0.00
H 0.624 8.402 7.593 0.02 -0.01 -0.01
H 1.839 5.481 5.958 0.10 0.01 -0.01
H -3.669 8.368 6.530 -0.06 0.02 -0.01
C 6.329 -5.890 -2.379 0.02 0.19 -0.20
C 6.740 -6.990 -1.735 -0.51 0.26 0.24
C 7.957 -7.749 -2.174 0.46 -0.06 -0.40
O 8.296 -8.730 -1.542 -0.28 0.03 0.22
C 8.677 -7.271 -3.349 -0.03 -0.14 0.18
C 8.263 -6.174 -3.993 0.51 -0.25 -0.26
C 7.062 -5.402 -3.537 -0.39 -0.01 0.39
O 6.741 -4.400 -4.151 0.30 -0.41 -0.13
O 8.895 -5.706 -5.073 -0.47 0.20 0.25
O 6.095 -7.470 -0.672 0.45 -0.20 -0.23
H 5.455 -5.333 -2.071 0.01 -0.01 0.03
H 9.543 -7.835 -3.666 0.00 0.02 -0.01
H 8.403 -4.908 -5.344 0.10 0.05 -0.04
H 6.593 -8.263 -0.397 -0.04 -0.01 0.06
```
Positions in Å, forces in eV/Å.

Summary:
Kohn-Sham gap = 7.17 eV
Largest force on an atom = 1.74 eV/Å
Multiplicity = 1
HOMO energy = -8.92 eV
E_LUMO = -1.745 eV

***

Record 2
The following is a DFT calculation (wB97M-V/def2-TZVPD) of an isolated molecule of C4H8N2 at a distorted geometry.

XYZ file:
```
14
Properties=species:S:1:pos:R:3:forces:R:3
C 0.295 -1.252 0.613 -0.01 -0.16 0.06
N 0.561 -0.166 -0.320 -0.03 0.01 0.03
C 1.097 0.997 0.365 0.09 0.14 0.06
C -0.584 0.162 -1.146 -0.01 0.02 -0.16
C -1.861 0.242 -0.393 -0.83 0.00 0.61
N -2.824 0.222 0.248 0.90 0.10 -0.62
H 1.238 -1.697 0.942 -0.10 0.10 -0.04
H -0.299 -2.030 0.126 0.11 0.06 0.02
H -0.262 -0.914 1.503 0.03 -0.05 -0.13
H 0.360 1.483 1.031 0.09 -0.08 -0.06
H 1.450 1.732 -0.366 -0.07 -0.09 0.12
H 1.952 0.688 0.974 -0.12 0.05 -0.09
H -0.713 -0.589 -1.934 -0.02 0.06 0.16
H -0.411 1.123 -1.642 -0.03 -0.16 0.05
```
Positions in Å, forces in eV/Å.

Summary:
Kohn-Sham gap = 10.18 eV
Relative energy (zero: lowest compared OMol25 entry of this formula, charge and spin) = 78.46 kJ/mol
Largest force on an atom = 1.10 eV/Å
Multiplicity = 1
SMILES = CN(C)CC#N
HOMO energy = -9.31 eV
E_LUMO = 0.870 eV